C3H9N3O | ωB97M-V/def2-TZVPD

Results
* ΔE to the lowest compared entry with this formula, charge and spin: 37.09 kJ/mol
* SMILES: NCNCC(N)=O
* highest occupied orbital energy: -0.355 Ha
* molecular weight: 103.12 g/mol

Last column: natural (NBO) charge in e.
Element x y z (Å)
1 O -2.4592 1.4418 -1.1388  -0.61
2 N -2.3873 0.0611 0.6508  -0.84
3 N 2.2191 -1.2059 -0.3463  -0.83
4 N 0.3333 0.0262 0.5949  -0.65
5 C 1.7921 -0.0643 0.4226  -0.05
6 C -1.8297 0.7070 -0.4127  0.67
7 C -0.3512 0.4549 -0.6251  -0.33
8 H 2.2126 -0.1617 1.4227  0.19
9 H 1.8584 -1.1806 -1.2909  0.35
10 H -1.9615 -0.7717 1.0582  0.41
11 H 1.8560 -2.0630 0.0711  0.36
12 H -0.2751 -0.3430 -1.3676  0.21
13 H 2.1832 0.8518 -0.0342  0.16
14 H 0.0725 1.3784 -1.0374  0.20
15 H -3.3896 0.1539 0.7260  0.40
16 H 0.1263 0.7152 1.3067  0.36

***

C3H9N3O | ωB97M-V/def2-TZVPD

Results
* ΔE to the lowest compared entry with this formula, charge and spin: 191.52 kJ/mol
* SMILES: C=NNC.NC=O
* highest occupied orbital energy: -0.295 Ha
* molecular weight: 103.12 g/mol

Last column: natural (NBO) charge in e.
Element x y z (Å)
1 O -0.6568 1.4960 -0.8442  -0.63
2 N 0.9231 -1.6266 0.1092  -0.21
3 N 1.5504 -0.5062 -0.2320  -0.44
4 N -2.8154 1.4313 -0.1879  -0.81
5 C -0.1151 -2.0115 -0.5048  -0.23
6 C -1.5034 1.1862 -0.0448  0.53
7 C 2.4650 0.0412 0.7344  -0.41
8 H -1.2729 0.6599 0.8987  0.11
9 H -0.5308 -2.9646 -0.2318  0.18
10 H 3.2468 0.5949 0.2146  0.20
11 H -3.1350 1.9009 -1.0211  0.40
12 H -0.5989 -1.4443 -1.3020  0.15
13 H 1.0524 0.1706 -0.8126  0.38
14 H 1.9741 0.7146 1.4479  0.17
15 H 2.9100 -0.7871 1.2825  0.21
16 H -3.4934 1.1446 0.4941  0.40

***

C3H9N3O | ωB97M-V/def2-TZVPD

Results
* ΔE to the lowest compared entry with this formula, charge and spin: 254.61 kJ/mol
* highest occupied orbital energy: -0.299 Ha
* molecular weight: 103.12 g/mol

Last column: natural (NBO) charge in e.
Element x y z (Å)
1 O -2.6204 0.4419 0.0750  -0.69
2 N 1.2225 0.1242 -1.3357  -0.74
3 N 1.8623 -1.0440 0.6210  -0.82
4 N -0.5701 -0.5689 1.7176  -0.84
5 C 0.9458 -0.4199 -0.1958  0.43
6 C -1.3432 0.3318 -0.4180  0.16
7 C -0.3811 -0.2365 0.3563  -0.02
8 H 1.4794 -1.6217 1.3533  0.40
9 H 2.1697 -0.0541 -1.6606  0.34
10 H -1.2679 0.2248 -1.4899  0.20
11 H 0.0365 2.3942 -1.3901  -0.12
12 H 0.5504 1.7192 -1.4925  0.07
13 H -1.5472 -0.5204 1.9752  0.39
14 H -3.2312 0.6112 -0.6474  0.49
15 H 2.7068 -1.3883 0.1927  0.39
16 H -0.0121 0.0066 2.3388  0.37

***

C3H9N3O | ωB97M-V/def2-TZVPD

Results
* ΔE to the lowest compared entry with this formula, charge and spin: 224.47 kJ/mol
* SMILES: NCNCC(N)=O
* highest occupied orbital energy: -0.325 Ha
* molecular weight: 103.12 g/mol

Last column: natural (NBO) charge in e.
Element x y z (Å)
1 O 1.7629 1.1388 -1.8988  -0.57
2 N 1.0187 2.3941 -0.1502  -0.89
3 N -0.7084 -2.2907 0.1742  -0.86
4 N 0.1394 -0.1732 0.5291  -0.66
5 C 0.9151 1.3358 -1.0550  0.67
6 C -0.0783 0.2872 -0.7508  -0.32
7 C -0.7922 -1.1508 1.1401  -0.04
8 H -0.7923 -1.7743 -0.7470  0.36
9 H 0.0288 -0.4419 -1.5697  0.17
10 H 0.7494 2.1726 0.8603  0.41
11 H -0.4692 -1.2403 2.2162  0.19
12 H -1.3832 -3.0365 0.3196  0.36
13 H -1.1069 0.3594 -0.8436  0.21
14 H 1.0611 -0.1956 1.0467  0.40
15 H -1.8057 -0.7076 1.1538  0.15
16 H 1.4609 3.3230 -0.4249  0.42

***

C3H9N3O | ωB97M-V/def2-TZVPD

Results
* ΔE to the lowest compared entry with this formula, charge and spin: 553.92 kJ/mol
* SMILES: [H]/N=N\N=C.COC
* highest occupied orbital energy: -0.319 Ha
* molecular weight: 103.12 g/mol

Last column: natural (NBO) charge in e.
Element x y z (Å)
1 O 1.0003 0.5464 -0.1596  -0.57
2 N -1.5335 2.1392 -0.7956  -0.37
3 N -1.6850 0.0072 0.0014  -0.19
4 N -2.0238 1.0264 -0.6442  0.06
5 C 0.9830 0.6179 1.3396  -0.26
6 C -1.5405 -1.2481 -0.2841  -0.20
7 C 1.4297 -0.6552 -0.6546  -0.25
8 H 2.4752 -0.8621 -0.3892  0.17
9 H 2.0357 0.5993 1.6411  0.18
10 H 1.3272 -0.6526 -1.7388  0.19
11 H 0.5655 -1.4597 -0.3164  0.16
12 H -0.5120 2.1755 -0.6145  0.31
13 H -1.7943 -1.9507 0.4941  0.20
14 H 0.4778 1.5469 1.6001  0.20
15 H -1.6858 -1.5997 -1.2978  0.18
16 H 0.4804 -0.2307 1.8186  0.19

***

C3H9N3O | ωB97M-V/def2-TZVPD

Results
* ΔE to the lowest compared entry with this formula, charge and spin: 431.94 kJ/mol
* SMILES: [H]/N=N/C.C=NCO
* highest occupied orbital energy: -0.352 Ha
* molecular weight: 103.12 g/mol

Last column: natural (NBO) charge in e.
Element x y z (Å)
1 O 1.6047 -0.5666 -0.7191  -0.70
2 N 0.1991 1.2883 -0.6867  -0.42
3 N -0.6366 -1.3938 0.9899  -0.09
4 N 0.1086 -2.2409 0.3792  -0.42
5 C 1.1699 0.4745 0.0081  0.08
6 C 0.3108 2.5408 -0.6403  -0.05
7 C -1.7217 -0.9133 0.1539  -0.48
8 H -2.6471 -1.3535 0.5241  0.23
9 H 2.0141 1.0546 0.4234  0.15
10 H 1.1751 3.0613 -0.2095  0.14
11 H -1.5929 -1.1055 -0.9134  0.21
12 H 0.9977 -1.4894 -0.4333  0.44
13 H -1.7482 0.1764 0.2460  0.24
14 H 0.7345 -2.6780 1.0632  0.34
15 H -0.4762 3.1529 -1.0709  0.17
16 H 0.5084 -0.0080 0.8853  0.17

***

C3H9N3O | ωB97M-V/def2-TZVPD

Results
* ΔE to the lowest compared entry with this formula, charge and spin: 429.91 kJ/mol
* highest occupied orbital energy: -0.317 Ha
* molecular weight: 103.12 g/mol

Last column: natural (NBO) charge in e.
Element x y z (Å)
1 O -0.6602 -0.9349 1.0541  -0.71
2 N -2.4459 0.4185 0.5892  -0.65
3 N 1.8468 0.4156 1.2173  -0.88
4 N 0.7283 0.9336 -0.8510  -0.51
5 C -0.5451 0.8728 -0.5731  0.24
6 C 1.6383 0.0019 -0.1317  -0.08
7 C -1.1775 0.0072 0.4419  0.44
8 H -2.6143 1.3203 0.1553  0.31
9 H -1.1679 1.3761 -1.3025  0.21
10 H -2.2518 -2.9804 -0.8431  0.02
11 H 1.2209 -0.9979 -0.1848  0.24
12 H 2.7805 0.4874 1.5777  0.38
13 H 1.1297 1.8681 -0.7747  0.42
14 H 2.5818 0.0096 -0.6712  0.19
15 H 1.2014 -0.0453 1.8450  0.41
16 H -2.2651 -2.7526 -1.5483  -0.02

***

C3H9N3O2 | ωB97M-V/def2-TZVPD

Results
* ΔE to the lowest compared entry with this formula, charge and spin: 1018.84 kJ/mol
* SMILES: C/N=C(/NO)N(C)O
* highest occupied orbital energy: -0.309 Ha
* molecular weight: 119.12 g/mol

Last column: natural (NBO) charge in e.
Element x y z (Å)
1 O 2.1742 -1.4277 -0.2018  -0.53
2 O 1.4376 0.8821 -1.1523  -0.67
3 N 0.7602 -1.2371 0.1316  -0.39
4 N -1.4163 -0.8394 -0.2743  -0.51
5 N 0.2809 0.9740 -0.1962  -0.19
6 C 0.8878 0.8721 1.1172  -0.49
7 C -2.4865 -0.1274 -0.2770  -0.40
8 C -0.2018 -0.3844 -0.2498  0.50
9 H -2.2086 1.0010 -0.6067  0.16
10 H 2.1388 -0.7248 -0.8242  0.48
11 H 1.8923 0.3811 0.8875  0.25
12 H -3.1542 -0.7764 -1.0715  0.22
13 H 0.3687 -2.2309 0.2143  0.40
14 H -2.7841 -0.0297 0.8845  0.20
15 H 0.7242 1.9721 1.7767  0.20
16 H 1.2811 1.5519 -2.0763  0.51
17 H 0.3055 0.1435 1.9184  0.24

***

C3H9N3O2 | ωB97M-V/def2-TZVPD

Results
* ΔE to the lowest compared entry with this formula, charge and spin: 294.52 kJ/mol
* highest occupied orbital energy: -0.340 Ha
* molecular weight: 119.12 g/mol

Last column: natural (NBO) charge in e.
Element x y z (Å)
1 O -1.2856 -0.8741 -0.1015  -0.63
2 O 0.5192 -2.5183 0.2336  -0.67
3 N -0.2470 -0.2285 1.9342  -0.89
4 N 0.7662 -0.0706 -0.2366  -0.57
5 N -1.2050 1.3373 0.5046  -0.87
6 C -0.5998 0.0843 0.5825  0.69
7 C 0.0103 -1.7425 -0.5521  0.60
8 C 1.0053 0.7727 -1.3994  -0.42
9 H -1.6490 1.5782 -0.3674  0.40
10 H 0.0548 -1.1962 2.0278  0.40
11 H -0.9705 0.0018 2.6047  0.38
12 H -0.2197 -1.9553 -1.6051  0.14
13 H -0.9873 2.0561 1.1770  0.40
14 H 1.6437 1.6116 -1.1157  0.20
15 H 1.5897 -0.2461 0.3330  0.41
16 H 1.4856 0.2040 -2.1986  0.21
17 H 0.0892 1.1856 -1.8208  0.21

***

C3H9N3O2 | ωB97M-V/def2-TZVPD

Results
* ΔE to the lowest compared entry with this formula, charge and spin: 497.92 kJ/mol
* SMILES: CON(N)NC(C)=O
* highest occupied orbital energy: -0.332 Ha
* molecular weight: 119.12 g/mol

Last column: natural (NBO) charge in e.
Element x y z (Å)
1 O 0.2466 0.2384 1.6006  -0.62
2 O 0.1390 -1.3326 -1.5168  -0.39
3 N -1.0234 -0.8166 -0.7132  0.09
4 N -1.4964 -1.6351 0.2972  -0.66
5 N -0.8825 0.5105 -0.4166  -0.48
6 C 0.2753 2.3948 0.5697  -0.72
7 C 1.3064 -1.6192 -0.7681  -0.28
8 C -0.0746 0.9329 0.6363  0.67
9 H -2.4957 -1.5012 0.4306  0.37
10 H 1.9643 -0.7435 -0.7717  0.16
11 H 1.8270 -2.4445 -1.2692  0.19
12 H 0.2372 2.8207 1.5756  0.24
13 H -0.9984 -1.4441 1.1729  0.37
14 H -0.4296 2.9571 -0.0490  0.21
15 H -1.0323 1.1352 -1.2001  0.40
16 H 1.2824 2.5099 0.1615  0.24
17 H 1.1548 -1.9628 0.2603  0.19

***

C3H9N3O2PS | ωB97M-V/def2-TZVPD

Results
* SMILES: NC1=[NH+][C@H](P(O)(O)=S)CN1
* total charge: +1
* highest occupied orbital energy: -0.462 Ha
* molecular weight: 182.17 g/mol

Last column: natural (NBO) charge in e.
Element x y z (Å)
1 S -2.8983 0.2630 -1.8952  -0.47
2 P -2.0671 -0.8301 -0.6000  1.80
3 O -1.6280 -2.2704 -1.1245  -0.96
4 O -2.9064 -1.1406 0.7234  -0.97
5 N 2.9635 0.1713 0.2428  -0.82
6 N 0.7854 -0.3959 -0.5777  -0.55
7 N 1.0737 1.6065 0.2758  -0.52
8 C 1.6689 0.4475 -0.0194  0.69
9 C -0.5167 -0.0773 0.0855  -0.41
10 C -0.3913 1.4399 0.0435  -0.24
11 H 3.5949 -0.1616 -0.4676  0.44
12 H 1.4194 2.1363 1.0659  0.43
13 H 3.3605 0.4567 1.1217  0.43
14 H -0.3871 -0.3956 1.1323  0.20
15 H -1.0091 1.9608 0.7644  0.25
16 H 1.0740 -1.3440 -0.7672  0.43
17 H -0.6021 1.7800 -0.9701  0.26
18 H -0.9915 -2.7702 -0.6039  0.51
19 H -2.5427 -0.8761 1.5703  0.51

***

C3H9N3O2S | ωB97M-V/def2-TZVPD

Results
* ΔE to the lowest compared entry with this formula, charge and spin: 57.38 kJ/mol
* highest occupied orbital energy: -0.329 Ha
* molecular weight: 151.19 g/mol

Last column: natural (NBO) charge in e.
Element x y z (Å)
1 S 2.6944 1.0948 0.6853  1.67
2 O 2.6069 2.1012 1.6886  -0.93
3 O 2.2170 -0.3720 1.2363  -0.91
4 N 1.3391 1.4111 -0.3744  -0.88
5 N -0.4760 -0.9958 0.0365  -0.56
6 N -1.3559 -0.9721 2.2405  -0.80
7 C 0.9519 0.3774 -1.3470  -0.25
8 C -1.0377 -0.3846 1.0599  0.31
9 C -0.4161 -0.2560 -1.2192  -0.23
10 H -1.4889 0.7038 1.0440  0.14
11 H 1.6397 -0.3294 -1.4184  0.18
12 H 2.0887 -0.9592 0.4346  0.50
13 H -1.2243 0.4828 -1.2601  0.18
14 H -2.0263 -0.6164 2.9222  0.40
15 H 1.0447 0.8216 -2.3166  0.19
16 H -0.5677 -1.0306 -2.1325  0.20
17 H -1.2569 -1.9674 2.3142  0.39
18 H 0.6238 2.0282 -0.1612  0.39